(1)
Here is 8 unconnected molecules or ions with the total composition C27H53IO9 from the OMol25 dataset. Energies are from ωB97M-V/def2-TZVPD.

Geometry as XYZ:
```
90
C27H53IO9, DFT ωB97M-V/def2-TZVPD
C 0.610 1.152 0.600
C 0.130 1.161 -0.862
I 1.709 0.687 -2.284
C -1.146 0.295 -1.098
C -0.874 -1.182 -1.356
C -1.561 -1.805 -2.304
C -1.247 -3.249 -2.573
O -2.086 -4.079 -2.865
C 0.213 -3.596 -2.407
C 0.846 -4.502 -3.212
C 2.183 -4.726 -3.009
C 2.897 -4.076 -2.042
C 2.263 -3.174 -1.217
C 0.935 -2.952 -1.424
C 0.179 -1.946 -0.590
O 0.373 -1.792 0.601
H 1.426 0.432 0.686
H -0.167 0.792 1.275
H 1.022 2.121 0.879
H -0.156 2.182 -1.103
H -1.906 0.460 -0.330
H -1.585 0.672 -2.027
H -2.316 -1.320 -2.912
H 0.296 -5.018 -3.988
H 2.706 -5.442 -3.635
H 3.960 -4.247 -1.916
H 2.783 -2.622 -0.444
C -3.456 5.632 -1.310
C -2.203 4.894 -0.880
O -2.310 3.505 -1.202
H -4.332 5.206 -0.820
H -3.390 6.692 -1.060
H -3.612 5.536 -2.388
H -2.062 4.974 0.197
H -1.317 5.307 -1.375
H -2.427 3.434 -2.154
C -4.741 3.969 2.149
C -3.495 3.855 3.006
O -2.865 2.590 2.808
H -5.444 3.175 2.389
H -5.232 4.934 2.300
H -4.491 3.864 1.091
H -3.748 3.937 4.063
H -2.780 4.648 2.759
H -2.634 2.526 1.875
C 6.524 -6.973 0.936
C 5.909 -5.655 0.504
O 6.049 -5.462 -0.902
H 7.582 -7.003 0.671
H 6.427 -7.118 2.013
H 6.039 -7.810 0.426
H 6.407 -4.821 0.997
H 4.845 -5.625 0.763
H 5.600 -6.193 -1.341
C -8.973 2.693 0.519
C -7.654 3.005 -0.162
O -6.597 2.219 0.379
H -8.900 2.877 1.591
H -9.780 3.304 0.111
H -9.235 1.640 0.389
H -7.386 4.051 -0.014
H -7.723 2.816 -1.239
H -6.820 1.293 0.242
C 7.244 -8.058 -4.021
C 5.773 -8.274 -4.322
O 4.953 -7.475 -3.469
H 7.460 -8.304 -2.980
H 7.871 -8.676 -4.666
H 7.519 -7.011 -4.168
H 5.496 -9.313 -4.154
H 5.552 -8.021 -5.364
H 5.187 -6.554 -3.624
C 1.251 6.762 1.790
C -0.057 7.511 1.610
O -1.146 6.783 2.172
H 1.194 5.779 1.321
H 2.083 7.314 1.350
H 1.461 6.602 2.850
H -0.274 7.652 0.552
H -0.004 8.496 2.085
H -0.966 6.665 3.110
C -0.081 1.251 5.016
C 0.939 0.314 4.395
O 2.056 1.052 3.898
H -0.426 1.981 4.282
H -0.944 0.699 5.392
H 0.363 1.810 5.844
H 0.500 -0.226 3.557
H 1.294 -0.416 5.130
H 2.445 1.521 4.642
```

* frontier orbital gap: 8.8 eV
* electronic energy: -55384.461 eV
* LUMO level: -0.36 eV
* structure (SMILES): C[C@@H](I)CC1=CC(=O)c2ccccc2C1=O.CCO.CCO.CCO.CCO.CCO.CCO.CCO
* highest occupied orbital energy: -9.2 eV

***

(2)
Here is a molecular structure, C2F3NNdO5S2 from the OMol25 dataset. Energies are from ωB97M-V/def2-TZVPD.

Geometry as XYZ:
```
14
C2F3NNdO5S2, DFT ωB97M-V/def2-TZVPD
Nd -1.678 0.783 -2.317
N 0.074 0.089 1.158
S -0.548 1.676 0.877
O -1.749 1.459 -0.208
S 0.980 -0.503 0.023
O 0.574 -0.113 -1.376
O 1.217 -1.937 0.215
C 2.718 0.206 0.102
F 2.732 1.499 -0.185
F 3.198 0.033 1.327
F 3.506 -0.430 -0.758
O -3.191 -1.285 -0.613
C -3.641 -0.879 0.388
O -4.192 -0.598 1.365
```

* spin multiplicity: 5
* frontier orbital gap (spin up / spin down): 5.2 / 5.2 eV
* electronic energy: -58900.396 eV
* LUMO level (spin up / spin down): -1.70 / -1.76 eV
* highest occupied orbital energy (spin up / spin down): -6.9 / -6.9 eV

***

(3)
Here is a molecular structure, C33H76ClFIN6O7P from the OMol25 dataset. Energies are from ωB97M-V/def2-TZVPD.

Geometry as XYZ:
```
126
C33H76ClFIN6O7P, DFT ωB97M-V/def2-TZVPD
C 1.286 6.695 -2.894
C 2.034 5.534 -2.644
C 2.022 4.850 -1.330
C 2.073 3.276 -1.421
Cl 1.086 3.032 -2.985
C 3.534 2.862 -1.618
C 3.946 2.107 -2.891
N 4.004 3.014 -4.081
N 3.256 0.875 -3.145
N 5.344 1.699 -2.602
O 1.307 2.843 -0.355
C 1.373 1.835 0.629
C 0.135 0.871 0.391
C -0.881 1.293 -0.649
O -1.445 2.358 -0.698
N -1.234 0.267 -1.562
C -0.119 -0.202 -2.376
C -2.370 0.651 -2.386
C 2.534 0.817 0.753
F 2.792 0.262 -0.488
C 3.859 1.130 1.432
C 4.351 -0.116 2.224
C 0.996 2.591 1.966
I 1.230 1.301 3.744
O -0.287 3.019 1.731
C -1.286 3.325 2.688
C -0.913 4.216 3.893
C -2.157 2.185 3.220
C -2.946 1.373 2.171
C -2.674 -0.133 2.339
C -2.705 -0.938 1.046
N -3.831 -0.583 0.152
P 2.065 4.114 2.302
N 3.373 4.353 1.451
H 0.271 6.681 -3.255
H 1.807 7.639 -2.788
H 2.683 5.164 -3.439
H 1.122 5.174 -0.812
H 2.884 5.250 -0.802
H 4.154 3.750 -1.638
H 3.941 2.283 -0.805
H 3.649 2.471 -4.858
H 4.972 3.158 -4.324
H 2.522 0.957 -3.826
H 3.875 0.106 -3.330
H 5.691 1.157 -3.378
H 5.926 2.512 -2.459
H 0.496 -0.094 0.059
H -0.352 0.637 1.328
H -0.221 -1.248 -2.661
H -0.088 0.360 -3.311
H 0.849 -0.067 -1.915
H -3.214 0.893 -1.759
H -2.113 1.435 -3.096
H -2.635 -0.233 -2.961
H 2.126 -0.025 1.298
H 3.810 1.926 2.161
H 4.671 1.378 0.758
H 4.010 -0.015 3.246
H 4.008 -1.038 1.777
H 5.432 -0.060 2.277
H -2.000 3.948 2.163
H -0.311 5.073 3.620
H -0.513 3.656 4.728
H -1.858 4.621 4.233
H -2.884 2.696 3.842
H -1.645 1.502 3.886
H -2.822 1.703 1.146
H -4.000 1.481 2.394
H -3.383 -0.562 3.041
H -1.696 -0.308 2.786
H -2.825 -1.981 1.337
H -1.747 -0.906 0.539
H -4.557 -1.264 0.332
H -3.528 -0.824 -0.784
H 2.417 4.063 3.668
H 1.204 5.219 2.154
H 3.478 3.604 0.781
C 0.715 -1.633 8.104
C 2.130 -1.133 7.856
C 2.246 0.359 8.127
O 2.512 -1.411 6.509
H 0.008 -1.129 7.438
H 0.646 -2.701 7.900
H 0.406 -1.454 9.135
H 2.827 -1.677 8.494
H 1.585 0.923 7.461
H 3.263 0.704 7.939
H 1.983 0.597 9.159
H 1.904 -0.936 5.935
C -2.268 -2.543 -7.363
C -2.903 -1.539 -6.414
C -2.914 -0.140 -7.011
O -2.192 -1.530 -5.175
H -1.228 -2.273 -7.566
H -2.259 -3.537 -6.917
H -2.807 -2.587 -8.310
H -3.924 -1.847 -6.184
H -1.894 0.202 -7.204
H -3.366 0.569 -6.317
H -3.472 -0.114 -7.948
H -1.286 -1.260 -5.357
C -2.966 -5.319 -3.840
C -1.457 -5.306 -3.643
C -1.095 -5.239 -2.166
O -0.891 -4.195 -4.331
H -3.412 -4.404 -3.441
H -3.212 -5.361 -4.902
H -3.424 -6.175 -3.342
H -1.021 -6.202 -4.087
H -1.487 -4.321 -1.717
H -0.012 -5.223 -2.039
H -1.498 -6.093 -1.619
H -1.268 -3.388 -3.959
C -1.891 -5.651 1.209
C -2.425 -4.939 2.442
C -3.019 -5.924 3.437
O -3.415 -3.982 2.058
H -2.696 -6.182 0.693
H -1.474 -4.932 0.503
H -1.115 -6.371 1.472
H -1.620 -4.378 2.919
H -3.858 -6.463 2.989
H -3.403 -5.399 4.312
H -2.276 -6.652 3.766
H -4.137 -4.458 1.634
```

* frontier orbital gap: 6.3 eV
* electronic energy: -91348.214 eV
* LUMO level: -0.13 eV
* highest occupied orbital energy: -6.4 eV

***

(4)
Here is 16 unconnected molecules or ions with the total composition C69H132ClF18N9O27S6 from the OMol25 dataset. Energies are from ωB97M-V/def2-TZVPD.

Geometry as XYZ:
```
262
C69H132ClF18N9O27S6, DFT ωB97M-V/def2-TZVPD
C -10.084 -17.765 32.635
C -9.236 -16.452 32.829
O -9.886 -15.339 32.830
N -8.005 -16.615 33.316
H -7.693 -17.575 33.470
H -9.462 -14.561 32.937
C -7.137 -15.504 33.754
H -10.081 -18.240 33.597
H -9.715 -18.414 31.828
H -11.075 -17.480 32.327
H -6.157 -15.967 33.775
H -7.359 -15.141 34.810
H -7.107 -14.595 33.132
C -10.626 -9.043 31.364
C -11.519 -9.985 32.002
O -12.586 -9.696 32.510
N -11.087 -11.404 32.038
H -11.273 -11.741 31.045
H -10.087 -11.672 32.270
C -11.873 -12.341 32.885
H -11.216 -8.125 31.223
H -10.224 -9.374 30.395
H -9.741 -8.920 31.960
H -11.431 -13.284 32.738
H -12.777 -12.255 32.313
H -12.012 -11.922 33.842
C -8.898 -5.146 25.223
C -9.542 -5.991 26.348
O -10.127 -7.017 26.153
N -9.443 -5.399 27.648
H -9.885 -6.021 28.294
H -8.022 -5.465 28.181
C -10.044 -3.987 27.831
H -9.811 -4.660 24.901
H -8.497 -5.837 24.497
H -8.175 -4.381 25.528
H -11.102 -4.045 27.946
H -9.839 -3.280 26.982
H -9.665 -3.530 28.824
C 0.661 -13.066 22.021
C -0.223 -13.044 23.257
C -0.426 -14.450 23.826
C -0.936 -14.502 25.319
C 0.199 -13.898 26.179
C 0.497 -12.411 25.814
N 0.618 -12.227 24.312
O 1.429 -11.498 23.876
C 1.813 -11.978 26.387
C -0.564 -11.426 26.351
C -1.516 -12.259 23.095
H 1.630 -13.417 22.157
H 0.744 -12.044 21.704
H 0.103 -13.614 21.182
H 0.697 -14.706 23.910
H -0.989 -15.025 23.081
H -1.101 -15.600 25.497
H -1.891 -14.024 25.477
H 1.078 -14.512 26.200
H -0.154 -13.783 27.206
H 2.055 -10.989 26.096
H 2.612 -12.653 26.169
H 1.779 -11.926 27.477
H -0.520 -10.464 25.796
H -0.426 -11.161 27.385
H -1.547 -11.844 26.265
H -1.980 -12.809 22.219
H -1.433 -11.254 22.828
H -2.284 -12.443 23.837
C -4.744 -9.890 31.141
C -4.781 -10.571 29.772
C -6.094 -11.358 29.677
C -6.368 -11.784 28.266
C -6.535 -10.581 27.343
C -5.264 -9.805 27.178
N -4.750 -9.535 28.623
O -4.203 -8.496 28.876
C -5.548 -8.480 26.536
C -4.201 -10.543 26.483
C -3.623 -11.514 29.709
H -5.612 -9.238 31.179
H -3.880 -9.344 31.380
H -4.620 -10.661 31.916
H -6.989 -10.763 29.967
H -5.931 -12.238 30.331
H -7.271 -12.293 28.177
H -5.582 -12.436 27.860
H -7.435 -10.004 27.647
H -6.762 -10.911 26.346
H -6.246 -8.702 25.693
H -4.673 -8.167 26.033
H -5.872 -7.688 27.140
H -3.276 -9.941 26.328
H -4.598 -10.827 25.476
H -3.990 -11.527 26.864
H -3.861 -12.289 30.467
H -2.700 -11.087 30.136
H -3.365 -11.988 28.700
C -0.881 -7.440 27.671
C 0.376 -6.632 28.046
C -0.044 -5.093 28.350
C -0.027 -4.760 29.805
C 1.215 -5.271 30.493
C 1.075 -6.749 30.677
N 1.012 -7.320 29.257
O 1.383 -8.359 29.177
C -0.149 -7.284 31.441
C 2.377 -7.228 31.336
C 1.431 -6.665 26.908
H -1.399 -6.946 26.866
H -1.493 -7.737 28.578
H -0.651 -8.383 27.182
H -0.844 -4.849 27.701
H 0.647 -4.500 27.839
H -0.937 -5.025 30.255
H -0.047 -3.670 29.938
H 1.358 -4.839 31.490
H 2.174 -5.037 29.944
H -0.103 -6.759 32.398
H -0.035 -8.412 31.549
H -1.032 -7.095 30.956
H 2.376 -8.346 31.548
H 2.518 -6.553 32.220
H 3.202 -7.083 30.612
H 0.959 -6.071 26.142
H 1.620 -7.683 26.516
H 2.380 -6.254 27.259
C -2.078 -13.178 32.083
C -0.874 -14.115 32.295
C 0.241 -13.608 33.193
C -0.158 -13.371 34.667
C -0.651 -14.686 35.216
C -1.839 -15.232 34.458
N -1.458 -15.326 32.962
O -1.470 -16.345 32.368
C -3.188 -14.435 34.731
C -2.045 -16.674 34.875
C -0.367 -14.571 30.919
H -1.914 -12.661 31.164
H -2.176 -12.451 32.853
H -3.010 -13.684 32.028
H 0.619 -12.710 32.667
H 1.079 -14.313 33.047
H -1.006 -12.634 34.762
H 0.699 -12.955 35.232
H -0.883 -14.627 36.289
H 0.208 -15.358 35.237
H -3.303 -13.506 34.237
H -3.299 -14.168 35.788
H -4.040 -15.032 34.419
H -1.058 -17.199 34.751
H -2.897 -17.136 34.298
H -2.227 -16.658 35.898
H 0.042 -13.730 30.335
H -1.233 -15.047 30.451
H 0.472 -15.271 31.207
C -4.354 -9.365 19.963
C -5.785 -9.900 20.106
C -6.841 -9.185 19.179
C -8.179 -9.941 18.991
C -7.975 -11.397 18.538
C -7.102 -12.249 19.396
N -5.838 -11.377 19.771
O -4.792 -11.938 19.806
C -6.599 -13.460 18.667
C -7.787 -12.649 20.700
C -6.226 -9.834 21.609
H -3.902 -9.393 18.995
H -3.608 -9.764 20.632
H -4.298 -8.316 20.229
H -6.233 -9.045 18.236
H -6.905 -8.223 19.630
H -8.704 -9.354 18.260
H -8.745 -9.920 19.928
H -7.653 -11.321 17.549
H -8.973 -11.831 18.521
H -6.021 -14.084 19.349
H -6.061 -13.247 17.738
H -7.494 -14.024 18.355
H -7.032 -12.994 21.379
H -8.466 -13.499 20.413
H -8.387 -11.807 21.086
H -5.436 -9.340 22.160
H -6.429 -10.814 22.016
H -7.066 -9.105 21.680
C -7.850 -14.673 29.297
C -8.380 -15.597 28.247
C -9.904 -15.953 28.492
C -10.723 -16.426 27.316
C -10.701 -15.413 26.219
C -9.290 -15.075 25.726
N -8.293 -14.926 26.854
O -7.286 -14.323 26.578
C -9.265 -13.795 24.927
C -8.705 -16.259 24.952
C -7.440 -16.820 28.011
H -7.939 -15.058 30.313
H -8.453 -13.789 29.285
H -6.795 -14.599 29.196
H -10.334 -15.062 28.927
H -9.932 -16.683 29.286
H -11.754 -16.532 27.627
H -10.500 -17.416 26.877
H -11.206 -14.514 26.536
H -11.283 -15.798 25.365
H -9.452 -12.987 25.587
H -10.146 -13.804 24.280
H -8.302 -13.611 24.413
H -8.652 -15.942 23.927
H -9.358 -17.169 25.092
H -7.782 -16.555 25.357
H -6.525 -16.372 27.758
H -7.785 -17.433 27.202
H -7.413 -17.405 28.903
Cl -0.015 -10.593 29.960
C -2.952 -6.343 23.680
F -3.369 -5.852 22.507
F -1.878 -5.652 24.101
F -3.923 -6.091 24.525
S -2.599 -8.246 23.753
O -1.948 -8.316 25.054
O -3.918 -8.848 23.641
O -1.648 -8.560 22.656
C -10.611 -10.454 27.706
F -11.683 -10.573 26.919
F -9.555 -10.316 26.909
F -10.648 -9.308 28.366
S -10.466 -11.897 28.725
O -9.192 -11.573 29.439
O -11.613 -12.032 29.570
O -10.432 -12.926 27.730
C -8.355 -10.264 34.974
F -8.343 -11.043 36.038
F -9.580 -9.928 34.604
F -7.642 -9.220 35.228
S -7.650 -11.146 33.475
O -6.349 -11.413 33.985
O -8.610 -12.400 33.424
O -7.788 -10.373 32.321
C -6.320 -5.887 30.967
F -6.509 -4.594 30.984
F -5.041 -6.099 30.598
F -6.371 -6.289 32.256
S -7.427 -6.714 29.737
O -7.006 -8.056 29.601
O -8.787 -6.568 30.223
O -7.149 -5.749 28.651
C -4.820 -17.976 30.484
F -3.953 -18.813 30.958
F -4.947 -18.060 29.140
F -6.072 -18.418 30.934
S -4.554 -16.183 31.069
O -3.538 -15.717 30.081
O -5.905 -15.591 30.982
O -4.126 -16.308 32.427
C -3.992 -15.703 22.742
F -2.773 -15.928 23.242
F -3.748 -15.632 21.413
F -4.799 -16.752 22.909
S -4.739 -14.144 23.451
O -3.904 -13.793 24.615
O -4.653 -13.172 22.337
O -6.121 -14.499 23.765
```

* frontier orbital gap: 6.4 eV
* electronic energy: -268807.608 eV
* LUMO level: -5.15 eV
* total charge: +2
* highest occupied orbital energy: -11.5 eV

***

What is the formula in the first record? C27H53IO9

***

Look up the electronic energy of the first one. -55384.461 eV